{"formula": "C39H66BHgN6O3S4Si", "method": "ωB97M-V with the def2-TZVPD basis set", "species": ["Hg", "C", "C", "C", "C", "N", "N", "B", "N", "N", "C", "C", "C", "C", "C", "S", "C", "C", "C", "C", "N", "N", "C", "C", "C", "C", "C", "S", "C", "C", "C", "C", "C", "S", "C", "C", "C", "C", "H", "H", "H", "H", "H", "H", "H", "H", "H", "H", "H", "H", "H", "H", "H", "H", "H", "H", "H", "H", "H", "H", "H", "H", "H", "H", "H", "H", "H", "H", "H", "H", "H", "H", "H", "H", "H", "H", "H", "C", "C", "C", "C", "O", "Si", "S", "O", "C", "C", "C", "C", "O", "C", "C", "C", "C", "H", "H", "H", "H", "H", "H", "H", "H", "H", "H", "H", "H", "H", "H", "H", "H", "H", "H", "H", "H", "H", "H", "H", "H", "H", "H", "H"], "xyz": [[-1.631, 1.659, -0.378], [-4.396, 4.069, 3.777], [-2.982, 3.593, 3.744], [-2.053, 3.987, 4.650], [-0.720, 3.500, 4.572], [-0.373, 2.665, 3.644], [-1.285, 2.273, 2.745], [-0.792, 1.187, 1.788], [-1.307, -0.182, 2.237], [-1.631, -0.243, 3.531], [-2.010, -1.375, 4.045], [-2.072, -2.544, 3.248], [-1.741, -2.492, 1.930], [-1.789, -3.690, 1.041], [-1.334, -1.230, 1.390], [-0.894, -1.030, -0.231], [-2.337, -1.321, 5.533], [-1.056, -0.943, 6.289], [-3.402, -0.242, 5.765], [-2.855, -2.663, 6.048], [0.726, 1.209, 1.669], [1.364, 0.169, 2.223], [2.661, 0.162, 2.232], [3.401, 1.254, 1.705], [2.761, 2.311, 1.142], [3.483, 3.486, 0.571], [1.330, 2.266, 1.092], [0.404, 3.466, 0.336], [3.352, -1.052, 2.829], [2.325, -2.070, 3.323], [4.223, -1.700, 1.744], [4.229, -0.603, 4.004], [-2.567, 2.677, 2.718], [-3.628, 2.107, 1.530], [0.343, 3.921, 5.572], [1.683, 3.266, 5.244], [-0.102, 3.491, 6.976], [0.501, 5.446, 5.519], [-4.551, 4.767, 4.598], [-5.077, 3.224, 3.885], [-4.654, 4.552, 2.833], [-2.328, 4.678, 5.437], [-2.386, -3.482, 3.683], [-2.137, -4.565, 1.589], [-0.802, -3.893, 0.623], [-2.450, -3.504, 0.193], [-0.674, 0.013, 5.929], [-0.280, -1.698, 6.147], [-1.262, -0.861, 7.359], [-3.042, 0.730, 5.427], [-3.640, -0.178, 6.829], [-4.319, -0.472, 5.220], [-2.110, -3.454, 5.943], [-3.765, -2.970, 5.530], [-3.092, -2.574, 7.109], [4.483, 1.240, 1.747], [4.561, 3.353, 0.650], [3.191, 4.399, 1.093], [3.208, 3.631, -0.475], [1.687, -2.412, 2.507], [1.680, -1.642, 4.091], [2.848, -2.931, 3.743], [3.612, -2.013, 0.895], [4.727, -2.579, 2.149], [4.990, -1.016, 1.376], [3.623, -0.132, 4.781], [4.996, 0.107, 3.693], [4.734, -1.467, 4.441], [1.610, 2.178, 5.269], [2.428, 3.585, 5.976], [2.028, 3.549, 4.248], [-0.220, 2.407, 7.030], [-1.050, 3.951, 7.261], [0.648, 3.791, 7.711], [0.801, 5.770, 4.521], [1.267, 5.764, 6.228], [-0.426, 5.961, 5.779], [1.127, 4.885, -3.118], [-0.306, 4.964, -3.633], [-1.270, 5.316, -2.508], [-0.409, 5.994, -4.751], [-0.659, 3.716, -4.233], [-0.937, 2.191, -3.696], [-2.678, 2.024, -2.532], [-1.025, 1.297, -5.065], [-1.722, 1.521, -6.297], [-1.928, 0.141, -6.908], [-3.066, 2.196, -6.049], [-0.843, 2.381, -7.199], [0.334, 1.626, -2.821], [1.441, 0.782, -3.173], [2.221, 1.419, -4.318], [2.301, 0.714, -1.917], [0.955, -0.611, -3.555], [1.431, 5.846, -2.697], [1.801, 4.633, -3.939], [1.213, 4.122, -2.344], [-1.033, 6.305, -2.112], [-1.208, 4.593, -1.695], [-2.297, 5.315, -2.874], [-0.139, 6.987, -4.388], [-1.430, 6.027, -5.135], [0.261, 5.726, -5.570], [-2.532, -0.476, -6.241], [-0.964, -0.350, -7.056], [-2.433, 0.217, -7.872], [-3.678, 1.593, -5.378], [-3.599, 2.321, -6.993], [-2.926, 3.180, -5.601], [0.119, 1.891, -7.361], [-0.667, 3.351, -6.736], [-1.324, 2.530, -8.168], [2.579, 2.407, -4.024], [1.585, 1.525, -5.198], [3.081, 0.800, -4.582], [2.594, 1.722, -1.621], [3.201, 0.122, -2.096], [1.736, 0.255, -1.100], [0.376, -0.580, -4.476], [0.329, -1.022, -2.764], [1.812, -1.274, -3.695]], "mulliken_spin": [0.3532, 0.0075, -0.0394, 0.0082, 0.0046, 0.0239, 0.0226, -0.0190, 0.0141, 0.0315, 0.0060, 0.0127, -0.0383, 0.0135, 0.0134, 0.1452, -0.0005, -0.0018, -0.0027, 0.0012, 0.0356, 0.0246, 0.0113, 0.0183, -0.0627, 0.0100, 0.0960, 0.1325, 0.0007, 0.0008, -0.0006, 0.0001, 0.0303, 0.1341, -0.0001, 0.0019, -0.0001, 0.0000, 0.0010, -0.0067, -0.0003, -0.0008, -0.0001, 0.0011, -0.0076, 0.0009, 0.0005, 0.0004, 0.0000, 0.0013, -0.0001, 0.0000, -0.0001, 0.0000, -0.0001, -0.0033, 0.0015, -0.0057, -0.0038, 0.0004, -0.0001, -0.0001, -0.0006, 0.0004, 0.0005, -0.0004, 0.0002, 0.0001, -0.0006, -0.0001, -0.0005, -0.0001, -0.0001, 0.0000, -0.0002, 0.0001, 0.0004, 0.0043, -0.0031, 0.0034, 0.0001, 0.0001, -0.0065, 0.0104, -0.0006, -0.0001, 0.0000, -0.0003, 0.0000, 0.0310, -0.0008, -0.0001, -0.0039, -0.0016, -0.0004, 0.0000, -0.0021, 0.0001, -0.0010, 0.0003, 0.0000, 0.0000, 0.0000, 0.0000, 0.0000, 0.0000, 0.0000, 0.0000, 0.0002, 0.0000, 0.0000, 0.0000, 0.0001, -0.0002, 0.0001, 0.0000, -0.0002, 0.0031, 0.0001, 0.0015, 0.0001], "orbital_gap_ev": [6.394, 6.364], "molar_mass_da": 1034.752, "spin_multiplicity": 2, "total_energy_ev": -112676.3052, "s2": 0.759, "largest_force_ev_per_a": 0.204}